C5H14N2O | ωB97M-V with the def2-TZVPD basis set

XYZ file:
```
22
Properties=species:S:1:pos:R:3
C 1.401 -1.773 1.220
C 0.799 -0.367 1.374
N 1.505 0.566 2.383
C 0.920 0.344 -0.005
N -0.225 -0.104 -0.821
C -0.773 0.805 -1.770
C -2.382 0.550 -1.637
O -2.864 0.672 -0.289
H 0.815 -2.763 0.869
H 1.741 -2.340 2.180
H 2.474 -1.656 0.627
H -0.272 -0.509 1.511
H 2.303 0.799 1.932
H 0.897 1.447 2.359
H 0.700 1.397 0.003
H 2.007 0.254 -0.519
H -0.115 -1.029 -1.197
H -0.451 0.734 -2.766
H -0.499 1.845 -1.439
H -3.025 1.386 -2.052
H -2.504 -0.315 -2.179
H -2.451 0.056 0.217
```

Computed properties:
SMILES: C[C@@H](N)CNCCO
Orbital gap, Eh: 0.360
DFT total energy, eV: -10436.8766
Net charge: 0
HOMO energy, eV: -8.87

natural (NBO) population analysis, charges in e, atoms 1 to 8:
1. C -0.6691
2. C -0.0926
3. N -0.7989
4. C -0.2124
5. N -0.6687
6. C -0.2334
7. C -0.0653
8. O -0.7079

C2H6N2O | ωB97M-V with the def2-TZVPD basis set

XYZ file:
```
11
Properties=species:S:1:pos:R:3
C 0.590 1.225 0.065
C -0.531 -0.534 -0.515
N -1.205 -1.113 0.511
N 1.468 0.221 0.273
O 2.457 0.108 -0.482
H -1.949 -0.589 0.946
H -0.660 -1.661 1.161
H -0.067 1.445 0.898
H 0.840 2.007 -0.658
H 0.199 -1.159 -1.008
H -1.143 0.049 -1.191
```

Computed properties:
Orbital gap, Eh: 0.311
DFT total energy, eV: -7194.7237
Net charge: 0
HOMO energy, eV: -7.89

natural (NBO) population analysis, charges in e, atoms 1 to 8:
1. C -0.2947
2. C -0.0368
3. N -0.7732
4. N -0.0118
5. O -0.4675
6. H 0.3856
7. H 0.3979
8. H 0.1905

C22H27Cl9MoO3Si3 | ωB97M-V with the def2-TZVPD basis set

XYZ file:
```
65
Properties=species:S:1:pos:R:3
Mo 0.190 -0.601 -0.672
C -2.160 -3.219 0.060
O -1.719 -1.862 0.007
Si -2.698 -0.499 -0.234
C -4.222 -0.408 0.829
C -3.290 -0.684 -1.998
C -1.308 0.701 0.085
Si -1.146 1.109 1.932
C 0.565 1.755 2.342
C -1.371 -0.401 3.022
C -2.414 2.411 2.399
Si -1.290 2.153 -1.094
C -0.129 3.520 -0.570
C -2.982 2.934 -1.295
C -0.739 1.443 -2.763
H -3.133 -3.271 0.551
H -1.440 -3.791 0.640
H -2.231 -3.637 -0.944
H -4.861 -1.276 0.652
H -4.788 0.472 0.506
H -4.046 -0.317 1.897
H -4.003 -1.514 -2.027
H -2.473 -0.940 -2.677
H -3.802 0.193 -2.392
H 1.331 1.010 2.118
H 0.616 1.958 3.416
H 0.826 2.673 1.816
H -0.578 -1.131 2.856
H -2.323 -0.917 2.913
H -1.297 -0.070 4.062
H -2.231 3.356 1.885
H -2.360 2.607 3.473
H -3.434 2.097 2.169
H -0.501 4.038 0.317
H -0.061 4.254 -1.377
H 0.879 3.168 -0.359
H -3.300 3.389 -0.354
H -3.756 2.228 -1.602
H -2.943 3.725 -2.048
H 0.042 0.662 -2.751
H -0.289 2.238 -3.361
H -1.581 1.037 -3.323
Cl 6.704 -4.620 0.225
C 3.815 -3.195 -1.772
C 4.432 -2.125 1.407
Cl 5.687 -2.782 2.321
C 3.106 -2.394 1.579
Cl 2.487 -3.343 2.859
C 2.144 -1.768 0.713
O 0.955 -1.536 1.075
C 1.358 -2.425 -1.738
O 0.370 -1.792 -2.307
C 2.814 -2.100 -1.909
Cl 3.070 -1.116 -3.391
Cl 1.008 -3.949 -0.970
C 2.312 -1.308 -0.704
C 1.949 0.123 -0.921
C 2.984 1.059 -1.278
Cl 2.558 2.313 -2.375
C 4.253 0.950 -0.851
Cl 5.515 1.982 -1.358
C 4.540 0.039 0.273
Cl 4.261 0.839 1.810
C 4.781 -1.261 0.288
Cl 5.349 -2.181 -1.084
```

Computed properties:
Spin multiplicity: 3
Expectation value of S²: 2.291
Orbital gap (alpha / beta), Eh: 0.185 / 0.150
DFT total energy, eV: -167578.1483
Net charge: 0
HOMO energy (alpha / beta), eV: -7.27 / -6.77

natural (NBO) population analysis, charges in e, atoms 1 to 8:
1. Mo 1.2236
2. C -0.2310
3. O -0.9170
4. Si 2.0208
5. C -1.1798
6. C -1.1749
7. C -1.7658
8. Si 1.7473

H32O16 | ωB97M-V with the def2-TZVPD basis set

XYZ file:
```
48
Properties=species:S:1:pos:R:3
O 2.061 -1.196 0.362
H 2.969 -1.289 0.757
H 1.838 -2.144 0.374
O -0.321 3.020 -1.545
H -0.077 3.684 -2.205
H 0.505 2.610 -1.346
O -2.960 -0.944 2.357
H -2.450 -1.360 1.663
H -2.978 -1.597 3.100
O 2.266 1.984 -0.006
H 3.108 1.510 -0.148
H 2.540 2.827 -0.345
O 1.572 0.723 2.891
H 2.327 0.587 2.412
H 1.424 1.641 2.751
O 0.956 -1.656 -2.042
H 1.065 -1.458 -1.129
H 1.403 -2.519 -2.117
O 0.996 -3.739 0.374
H 0.378 -3.283 0.954
H 0.473 -4.301 -0.168
O -1.352 1.316 2.515
H -0.780 0.692 2.086
H -1.894 0.808 3.144
O -1.098 -1.519 -3.766
H -1.434 -0.676 -3.545
H -0.581 -1.687 -2.989
O -1.941 0.595 -2.403
H -1.687 1.217 -3.074
H -1.169 0.634 -1.839
O -2.648 1.626 0.250
H -1.824 1.401 -0.199
H -2.327 1.394 1.145
O -0.186 0.281 -0.135
H 0.761 0.506 0.045
H -0.270 -0.655 -0.198
O 1.422 3.303 2.099
H 0.590 3.609 1.689
H 1.713 2.656 1.434
O 1.403 1.016 -3.151
H 2.340 1.161 -3.125
H 1.188 0.140 -2.792
O -2.242 -1.610 -0.259
H -3.023 -1.107 -0.577
H -2.599 -2.476 -0.231
O -0.082 -1.708 2.120
H 0.875 -1.608 2.076
H -0.228 -2.410 2.724
```

Computed properties:
Orbital gap, Eh: 0.302
DFT total energy, eV: -33279.1973
Net charge: 0
HOMO energy, eV: -9.02

natural (NBO) population analysis, charges in e, atoms 1 to 8:
1. O -0.9917
2. H 0.4869
3. H 0.5001
4. O -0.9326
5. H 0.4663
6. H 0.4669
7. O -0.9586
8. H 0.4924

C4H7O2Pt | ωB97M-V with the def2-TZVPD basis set

XYZ file:
```
14
Properties=species:S:1:pos:R:3
H 0.314 -1.899 0.774
O 2.277 -1.872 -0.006
C 0.989 -1.297 0.008
C 1.056 0.145 0.328
C 0.202 1.134 -0.442
C -0.179 0.883 0.986
O -1.283 0.171 1.296
Pt -1.605 -1.404 1.558
H 2.236 -2.734 -0.429
H 0.446 -1.470 -0.934
H 2.031 0.493 0.679
H -0.458 0.708 -1.202
H 0.644 2.099 -0.698
H 0.083 1.677 1.698
```

Computed properties:
Spin multiplicity: 3
Expectation value of S²: 2.008
Orbital gap (alpha / beta), Eh: 0.307 / 0.253
DFT total energy, eV: -11588.8864
Net charge: +1
HOMO energy (alpha / beta), eV: -14.22 / -14.24

natural (NBO) population analysis, charges in e, atoms 1 to 8:
1. H 0.0609
2. O -0.6576
3. C -0.0055
4. C -0.2739
5. C -0.3873
6. C 0.0362
7. O -0.4261
8. Pt 0.9413

C4H15N2O2 | ωB97M-V with the def2-TZVPD basis set

XYZ file:
```
23
Properties=species:S:1:pos:R:3
C -0.340 0.152 1.235
C 0.315 1.172 0.320
C -0.235 1.092 -1.095
C -0.066 -0.584 -2.746
N -0.069 -0.312 -1.520
N 0.425 -1.107 1.164
H -1.368 -0.018 0.914
H -0.454 0.577 2.219
H 0.176 2.188 0.689
H 1.400 1.074 0.329
H -1.301 1.320 -1.096
H 0.389 1.709 -1.742
H -0.214 0.184 -3.503
H 0.060 -1.607 -3.083
H 0.065 -1.930 1.650
H 0.505 -1.380 0.158
H 1.379 -0.966 1.488
H -1.248 3.381 3.006
H -2.423 3.161 2.108
O -1.673 2.685 2.488
H 1.834 -3.715 -0.133
H 2.382 -2.696 -1.114
O 1.586 -2.914 -0.612
```

Computed properties:
Orbital gap, Eh: 0.390
DFT total energy, eV: -11460.0564
Net charge: +1
HOMO energy, eV: -13.46

natural (NBO) population analysis, charges in e, atoms 1 to 8:
1. C -0.2444
2. C -0.4283
3. C -0.2546
4. C 0.0032
5. N -0.4793
6. N -0.7052
7. H 0.2280
8. H 0.2551

Which value of DFT total energy does entry 4 give?
-33279.1973 eV

Which formula does entry 4 have?
H32O16

Copy entry 3 word for word.
C22H27Cl9MoO3Si3 | ωB97M-V with the def2-TZVPD basis set

XYZ file:
```
65
Properties=species:S:1:pos:R:3
Mo 0.190 -0.601 -0.672
C -2.160 -3.219 0.060
O -1.719 -1.862 0.007
Si -2.698 -0.499 -0.234
C -4.222 -0.408 0.829
C -3.290 -0.684 -1.998
C -1.308 0.701 0.085
Si -1.146 1.109 1.932
C 0.565 1.755 2.342
C -1.371 -0.401 3.022
C -2.414 2.411 2.399
Si -1.290 2.153 -1.094
C -0.129 3.520 -0.570
C -2.982 2.934 -1.295
C -0.739 1.443 -2.763
H -3.133 -3.271 0.551
H -1.440 -3.791 0.640
H -2.231 -3.637 -0.944
H -4.861 -1.276 0.652
H -4.788 0.472 0.506
H -4.046 -0.317 1.897
H -4.003 -1.514 -2.027
H -2.473 -0.940 -2.677
H -3.802 0.193 -2.392
H 1.331 1.010 2.118
H 0.616 1.958 3.416
H 0.826 2.673 1.816
H -0.578 -1.131 2.856
H -2.323 -0.917 2.913
H -1.297 -0.070 4.062
H -2.231 3.356 1.885
H -2.360 2.607 3.473
H -3.434 2.097 2.169
H -0.501 4.038 0.317
H -0.061 4.254 -1.377
H 0.879 3.168 -0.359
H -3.300 3.389 -0.354
H -3.756 2.228 -1.602
H -2.943 3.725 -2.048
H 0.042 0.662 -2.751
H -0.289 2.238 -3.361
H -1.581 1.037 -3.323
Cl 6.704 -4.620 0.225
C 3.815 -3.195 -1.772
C 4.432 -2.125 1.407
Cl 5.687 -2.782 2.321
C 3.106 -2.394 1.579
Cl 2.487 -3.343 2.859
C 2.144 -1.768 0.713
O 0.955 -1.536 1.075
C 1.358 -2.425 -1.738
O 0.370 -1.792 -2.307
C 2.814 -2.100 -1.909
Cl 3.070 -1.116 -3.391
Cl 1.008 -3.949 -0.970
C 2.312 -1.308 -0.704
C 1.949 0.123 -0.921
C 2.984 1.059 -1.278
Cl 2.558 2.313 -2.375
C 4.253 0.950 -0.851
Cl 5.515 1.982 -1.358
C 4.540 0.039 0.273
Cl 4.261 0.839 1.810
C 4.781 -1.261 0.288
Cl 5.349 -2.181 -1.084
```

Computed properties:
Spin multiplicity: 3
Expectation value of S²: 2.291
Orbital gap (alpha / beta), Eh: 0.185 / 0.150
DFT total energy, eV: -167578.1483
Net charge: 0
HOMO energy (alpha / beta), eV: -7.27 / -6.77

natural (NBO) population analysis, charges in e, atoms 1 to 8:
1. Mo 1.2236
2. C -0.2310
3. O -0.9170
4. Si 2.0208
5. C -1.1798
6. C -1.1749
7. C -1.7658
8. Si 1.7473